This record from OMol25 describes a molecular structure, C6H4F18KO20S6 in a non-equilibrium geometry. The level of theory is the ωB97M-V functional and the def2-TZVPD basis.

```
55
Properties=species:S:1:pos:R:3:forces:R:3:nbo_charge:R:1
O -0.99545 -2.04611 -1.83885 -0.399 -1.402 0.140 -0.997
O -1.51735 2.81605 -0.45288 0.381 1.552 0.035 -0.980
O 1.21641 0.03221 -5.00406 0.081 0.845 0.158 -1.009
F 0.11266 2.55603 -6.07871 -0.103 0.307 -0.481 -0.353
S -0.81694 -3.24146 -2.66298 0.182 0.963 -1.083 2.333
F 2.46850 -3.43777 0.08479 0.358 -0.370 -0.281 -0.315
F 2.02541 -0.87849 3.32311 0.250 -0.296 -0.130 -0.312
F -0.19766 -4.93734 -0.66154 -0.535 -0.289 -0.267 -0.342
C -0.07966 2.35327 -4.77080 0.208 -1.861 1.734 0.697
F 2.37476 1.11221 2.47409 0.584 -0.230 -0.073 -0.303
C 3.63855 -2.91998 0.45485 -0.920 2.154 0.505 0.699
H 1.11190 2.85580 -1.80910 -0.062 0.062 0.145 0.483
O -3.01818 0.48309 3.39953 0.019 -1.200 -0.170 -0.973
O -2.49276 5.03482 -0.86820 0.554 0.016 -0.041 -1.015
F 0.25334 4.19957 1.61533 0.499 0.264 -0.164 -0.312
O -1.83248 -3.44326 -3.70075 0.507 -0.096 0.791 -1.006
O -4.55967 -1.21371 2.55130 0.593 -0.371 0.093 -1.013
F -1.03579 -1.63288 3.89978 -0.053 0.047 0.075 -0.300
H -2.52633 -0.88811 -1.76987 -0.185 -0.073 -0.138 0.500
S -3.18748 -0.71622 2.58430 -0.265 1.605 -0.633 2.323
O -2.54230 -0.61727 1.26711 -0.256 -0.637 1.208 -1.020
O 2.34848 -0.59573 -0.10688 0.990 -0.843 0.674 -0.994
O 1.14134 0.19579 5.94401 0.280 0.011 -0.470 -1.030
F 3.67784 -2.98695 1.80265 0.256 -0.557 0.129 -0.348
O -1.18049 -0.06425 -4.85900 0.050 0.796 0.408 -0.996
F 0.38382 0.46782 2.83708 0.004 -0.478 0.108 -0.338
S 3.74018 -1.04005 0.00657 -0.200 0.663 -1.805 2.322
S 0.03525 0.50271 -4.29253 -0.010 -1.390 -0.684 2.333
F -1.06474 -5.88048 -2.42354 -0.361 -0.279 0.318 -0.353
O 0.15628 0.47426 -2.83989 -0.306 0.658 -0.924 -0.999
S -1.28393 4.25895 -0.60111 0.444 -0.690 0.507 2.319
F -2.07522 -3.21977 2.87437 -0.224 0.548 -0.056 -0.344
C 1.64994 0.38480 3.30753 -0.916 1.591 0.654 0.722
H 1.64150 1.42237 -1.77601 0.131 0.155 -0.149 0.492
C -1.15526 -4.80456 -1.61683 1.078 1.721 0.238 0.693
O -3.33342 -0.36706 -1.61530 -0.041 0.133 0.015 -0.990
F 4.64329 -3.66340 -0.02507 0.060 -0.234 -0.101 -0.348
F -1.79399 4.57116 2.00088 -0.628 0.483 0.356 -0.335
S 1.69613 1.18855 5.01992 0.110 -0.065 0.839 2.297
C -2.23832 -2.04227 3.53775 -0.155 -0.236 -0.465 0.700
O 4.52487 -0.45499 1.07024 -0.132 -0.462 0.416 -0.991
K -0.33544 0.24120 -0.08756 0.194 0.071 -0.253 0.933
F -2.93546 -2.36312 4.65360 0.007 0.111 0.191 -0.357
O 0.84977 2.36660 4.88942 0.630 -0.251 -0.180 -0.995
F 0.86130 3.01144 -4.09246 0.285 0.550 -0.374 -0.331
O 3.12745 1.44728 5.24912 -0.760 -0.061 -0.281 -1.030
O 0.56617 -3.40449 -3.08585 -0.869 -0.702 0.305 -0.973
H -3.27956 -0.10911 -0.68679 -0.036 -0.175 0.023 0.478
O -0.07857 4.62083 -1.35434 -1.023 -0.002 0.251 -1.005
F -1.25779 2.85918 -4.40762 -0.261 0.301 -0.406 -0.328
O 4.44336 -1.03884 -1.27517 -0.170 -0.517 0.482 -1.014
F -2.34624 -4.79745 -0.98787 0.285 -0.378 -0.394 -0.335
F -0.55376 6.17306 1.20515 0.041 0.500 0.087 -0.354
O 1.82979 2.31737 -1.45739 0.178 -0.108 0.215 -0.981
C -0.80405 4.85869 1.15648 -0.370 -1.858 -1.097 0.697
```
Positions in Å, forces in eV/Å.

For the gap between HOMO and LUMO, the calculation gives 7.4 eV. Its charge is -5. As for the electronic energy: -6522.4767 hartree.